1.
A structure of composition C26H33BN3O4ReSbSe4Si2, computed with wB97M-V/def2-TZVPD.

Results
Highest occupied orbital energy (eV): -10.6
Multiplicity: 1
Charge: +1

Last column: Mulliken charge in e.
Atoms and positions in Å:
Re  -1.1786  0.7268  1.1735  0.71
O  3.2209  -2.4410  1.7246  -0.34
C  2.3255  -3.3972  2.0890  0.94
C  2.6932  -4.7072  2.3661  -0.99
C  1.7352  -5.6374  2.7289  -0.60
C  0.4032  -5.2659  2.8420  -0.94
C  0.0376  -3.9554  2.5952  -0.46
C  0.9875  -3.0214  2.1925  -0.21
C  0.5337  -1.6242  1.9919  0.69
O  0.3226  -1.1078  0.7593  -0.37
N  0.2689  -0.9687  3.0645  -1.38
N  -0.3596  0.2297  2.9183  0.58
C  -0.3791  1.1204  3.8511  -0.27
C  -1.3010  2.2138  3.6322  0.85
C  -1.6139  3.1282  4.6282  -0.94
C  -2.5871  4.0839  4.4014  -0.34
C  -3.1974  4.1086  3.1563  -0.95
C  -2.8364  3.1728  2.2042  0.31
N  -1.9186  2.2242  2.4102  0.15
H  4.1137  -2.8040  1.7198  0.35
H  3.7383  -4.9885  2.3080  0.36
H  2.0351  -6.6555  2.9349  0.43
H  -0.3483  -5.9868  3.1296  0.44
H  -0.9932  -3.6501  2.7196  0.49
H  0.2003  1.0182  4.7621  0.54
H  -1.0959  3.0613  5.5750  0.45
H  -2.8620  4.7907  5.1710  0.45
H  -3.9443  4.8478  2.9064  0.47
H  -3.3073  3.2037  1.2321  0.24
C  2.8360  0.5853  0.4552  -0.88
Si  2.3878  -0.5225  -1.0105  0.66
C  1.7955  0.6099  -2.3963  -0.63
C  3.8039  -1.5999  -1.6367  -1.34
C  1.0120  -1.7444  -0.3999  0.56
Si  -0.1657  -2.5285  -1.7200  0.09
C  -1.0855  -1.2518  -2.7484  -0.23
C  -1.3584  -3.6628  -0.7889  -1.01
C  0.9988  -3.5535  -2.7796  -1.17
H  3.6229  1.2845  0.1673  0.51
H  3.1909  0.0247  1.3190  0.26
H  1.9800  1.1934  0.7651  0.05
H  2.5774  1.3397  -2.6181  0.47
H  0.9031  1.1728  -2.1298  -0.19
H  1.5871  0.0700  -3.3206  0.36
H  4.7685  -1.1935  -1.3302  0.45
H  3.8014  -1.6298  -2.7267  0.38
H  3.7495  -2.6287  -1.2807  0.32
H  1.5314  -2.6131  0.0089  -0.37
H  -1.1577  -0.2992  -2.2347  -0.33
H  -2.0948  -1.5953  -2.9786  0.49
H  -0.5839  -1.0698  -3.7004  0.36
H  -1.9081  -3.1435  -0.0026  0.20
H  -0.8310  -4.4965  -0.3209  0.29
H  -2.1020  -4.0810  -1.4695  0.48
H  1.7360  -2.9299  -3.2869  0.29
H  0.4442  -4.0971  -3.5448  0.41
H  1.5421  -4.2878  -2.1828  0.30
O  -1.5555  2.1170  -1.6774  -0.19
B  -0.9667  2.1397  -0.3889  0.45
O  -0.1353  3.2459  -0.2970  -0.21
C  -0.1717  3.8894  -1.5146  0.86
C  0.4698  5.0369  -1.9234  -1.27
C  0.2310  5.4526  -3.2295  -0.54
C  -0.6215  4.7552  -4.0765  -0.70
C  -1.2770  3.6021  -3.6566  -0.88
C  -1.0243  3.2006  -2.3655  0.49
H  1.1064  5.5960  -1.2528  0.51
H  0.7194  6.3476  -3.5892  0.43
H  -0.7888  5.1181  -5.0807  0.44
H  -1.9375  3.0427  -4.3042  0.51
Se  -4.9366  0.7897  0.4969  -0.36
Sb  -4.4630  2.0019  -1.7431  1.03
Se  -2.9542  -0.3504  0.2802  -0.14
Se  -4.6435  4.3362  -1.3402  -0.46
Se  -4.7257  0.6082  -3.6331  -0.41

=====

2.
A structure of composition C44H37AsBrMoN3O8S3, computed with wB97M-V/def2-TZVPD.

Results
Highest occupied orbital energy (spin up / spin down) (eV): -7.2 / -7.2
Multiplicity: 1

Last column: Mulliken charge in e.
Atoms and positions in Å:
Mo  -0.0343  0.1073  -1.1769  1.19
S  2.8347  0.8773  -0.4397  -0.27
C  2.2927  1.1203  1.1003  -0.18
N  2.8537  0.6260  2.1966  0.70
C  2.3200  0.9178  3.5166  -0.64
C  1.8634  2.3483  3.5552  -0.85
N  0.9184  2.5895  2.4607  0.17
C  -0.2290  3.4380  2.8007  -1.80
C  -1.2282  2.6789  3.6431  0.45
C  -1.6805  3.2141  4.8409  -0.48
C  -2.6184  2.5332  5.6076  -0.65
C  -3.1080  1.3117  5.1755  -0.89
C  -2.6541  0.7683  3.9787  -0.42
C  -1.7143  1.4434  3.2163  1.12
C  1.0669  2.0035  1.2943  0.78
S  -0.0554  2.2424  0.0425  -0.34
C  3.9044  -0.3968  2.1510  -1.66
C  5.2248  0.1676  2.6089  0.41
C  5.8975  1.1058  1.8275  -0.25
C  7.0987  1.6436  2.2601  -0.75
C  7.6436  1.2497  3.4767  -0.39
C  6.9828  0.3146  4.2571  -0.68
C  5.7767  -0.2222  3.8231  -0.15
H  3.1200  0.7720  4.2421  0.51
H  1.5100  0.2183  3.7345  0.17
H  2.7052  3.0395  3.4614  0.32
H  1.3398  2.5514  4.4881  0.49
H  -0.6795  3.7977  1.8797  0.54
H  0.1577  4.2967  3.3515  0.46
H  -1.3021  4.1728  5.1779  0.39
H  -2.9633  2.9595  6.5404  0.39
H  -3.8435  0.7822  5.7668  0.43
H  -3.0396  -0.1810  3.6281  0.56
H  -1.3701  1.0109  2.2823  -0.46
H  3.9510  -0.7705  1.1312  0.67
H  3.5682  -1.2100  2.7930  0.43
H  5.4753  1.4029  0.8745  0.45
H  7.6171  2.3663  1.6432  0.41
H  8.5846  1.6676  3.8104  0.38
H  7.4055  -0.0018  5.2020  0.38
H  5.2652  -0.9633  4.4275  0.42
O  -1.5175  -2.0723  2.6223  -0.66
As  -0.1123  -2.0171  1.5559  0.48
O  1.1920  -1.7839  2.4988  -0.69
O  -0.5312  -0.7029  0.5528  1.62
C  -0.3481  -3.7190  0.6842  -0.59
C  -0.9368  -4.7191  1.4462  -0.97
C  -1.0833  -5.9969  0.9201  -0.61
C  -0.6477  -6.2783  -0.3629  -0.64
C  -0.0648  -5.2811  -1.1338  -0.54
C  0.0815  -4.0113  -0.6074  0.24
S  0.8004  -2.7444  -1.6118  1.14
O  1.4098  -3.3709  -2.7420  -0.65
O  1.6529  -1.9669  -0.7131  -0.60
O  -0.3727  -1.8657  -1.9692  -0.37
H  -1.2146  -1.8018  3.4994  0.34
H  -1.2854  -4.4990  2.4449  0.52
H  -1.5404  -6.7715  1.5215  0.40
H  -0.7600  -7.2747  -0.7692  0.40
H  0.2883  -5.4731  -2.1377  0.57
N  -1.6901  0.6017  -1.7122  -0.02
C  -2.8466  0.9536  -2.0859  -0.60
C  -3.0057  1.8210  -3.2852  0.34
C  -4.0986  2.6747  -3.4228  -0.31
C  -4.1951  3.5186  -4.5199  -0.82
C  -3.2036  3.5226  -5.4898  -0.52
C  -2.1046  2.6848  -5.3527  -0.64
C  -2.0069  1.8428  -4.2584  0.22
C  -4.0120  0.4983  -1.2749  -0.01
C  -5.2223  0.1584  -1.8746  -0.24
C  -6.2703  -0.3312  -1.1091  -0.90
C  -6.1205  -0.4867  0.2614  -0.56
C  -4.9134  -0.1576  0.8633  -0.41
C  -3.8641  0.3284  0.1007  0.38
H  -4.8684  2.6922  -2.6626  0.52
H  -5.0471  4.1799  -4.6124  0.41
H  -3.2826  4.1806  -6.3454  0.39
H  -1.3179  2.6874  -6.0961  0.46
H  -1.1442  1.2013  -4.1438  -0.04
H  -5.3391  0.2631  -2.9456  0.57
H  -7.2042  -0.5983  -1.5868  0.39
H  -6.9399  -0.8676  0.8574  0.42
H  -4.7881  -0.2836  1.9313  0.27
H  -2.9142  0.5692  0.5619  0.38
Br  4.3772  -0.4566  -5.0314  -0.17
C  2.6388  -1.1174  -5.3845  -0.13
C  2.5276  -2.2211  -6.2146  -0.52
C  1.2797  -2.7643  -6.4757  -0.52
C  0.1467  -2.2231  -5.8892  -0.94
C  0.2699  -1.1399  -5.0381  0.23
C  1.5116  -0.5622  -4.7898  1.02
C  1.5726  0.6561  -3.9209  -0.41
O  2.1025  1.6859  -4.2337  -0.53
O  0.9191  0.5112  -2.7724  -0.06
H  3.4193  -2.6516  -6.6478  0.42
H  1.1998  -3.6229  -7.1297  0.38
H  -0.8278  -2.6539  -6.0758  0.42
H  -0.6053  -0.7379  -4.5443  0.37

=====

3.
A cluster of 2 separate species, C5H12O2 in total, computed with wB97M-V/def2-TZVPD.

Results
Highest occupied orbital energy (eV): -7.9
Multiplicity: 1
Energy relative to the best compared isomer or geometry (same formula, charge and spin) (eV): 3.454
SMILES: C/C=C(/O)CC.O

Last column: Mulliken charge in e.
Atoms and positions in Å:
C  -0.5554  0.8042  -2.2613  -1.30
C  0.4288  0.0932  -1.3521  -0.07
C  0.3432  -0.2826  -0.0387  0.08
O  1.4995  -0.0752  0.7133  -0.59
C  -0.5842  -1.2411  0.6463  -0.40
C  -0.9028  -0.8853  2.0958  -1.14
H  -1.4128  1.1850  -1.7033  0.32
H  -0.0844  1.6858  -2.7425  0.32
H  -0.9168  0.1822  -3.0863  0.38
H  1.3523  -0.1594  -1.8804  0.38
H  1.7840  -0.7063  1.3831  0.33
H  0.0104  -2.1777  0.6210  0.26
H  -1.4664  -1.4482  0.0283  0.34
H  -0.0158  -0.8032  2.7395  0.29
H  -1.3814  0.0960  2.1122  0.29
H  -1.5559  -1.6322  2.5510  0.36
O  1.1913  2.1578  0.0046  -0.67
H  0.3379  1.6823  0.3558  0.43
H  1.9285  1.5246  -0.1864  0.37